C4H16O4 | wB97M-V/def2-TZVPD

Results
E_HOMO   -9.470 eV
Largest force on an atom   1.424 eV/A
Energy relative to the best compared isomer or geometry (same formula, charge and spin)   25.2 kcal per mole
Kohn-Sham gap   10.12 eV
SMILES string   C/C=C/C.O.O.O.O

CARTESIAN COORDINATES (ANGSTROEM)
1 C -2.6493 -0.6322 -1.4326
2 C -1.5867 -0.3929 -0.3818
3 C -0.6790 -1.2847 -0.0377
4 C 0.4558 -1.1485 0.9262
5 H -2.6024 0.1742 -2.1754
6 H -2.4522 -1.5736 -1.9424
7 H -3.6489 -0.6457 -0.9896
8 H -1.7581 0.5562 0.1099
9 H -0.7038 -2.2572 -0.5230
10 H 0.0543 -1.1010 1.9457
11 H 1.0842 -2.0443 0.8272
12 H 1.1784 -0.3637 0.7558
13 O -1.0353 0.1715 3.1934
14 H -0.3510 0.4720 3.7843
15 H -1.0882 0.7436 2.4007
16 O 0.1527 0.9580 -2.5074
17 H -0.5056 1.2790 -3.1098
18 H -0.2977 0.9193 -1.6401
19 O 2.6482 0.8462 -0.8979
20 H 3.2181 1.1774 -1.5878
21 H 1.9397 0.3964 -1.3897
22 O 2.7507 1.5123 1.8248
23 H 2.8037 1.6183 0.8558
24 H 3.0725 0.6196 1.9912

---

C4H16O4 | wB97M-V/def2-TZVPD

Results
E_HOMO   -9.651 eV
Largest force on an atom   0.972 eV/A
Energy relative to the best compared isomer or geometry (same formula, charge and spin)   55.9 kcal per mole
Kohn-Sham gap   10.06 eV
SMILES string   CO.CO.CO.CO

CARTESIAN COORDINATES (ANGSTROEM)
1 C -6.0718 22.4247 -12.3577
2 O -5.9792 22.8602 -11.0017
3 H -6.4404 23.2227 -13.0070
4 H -5.0985 22.0531 -12.6889
5 H -6.7917 21.6088 -12.3754
6 H -5.3603 23.5942 -10.9647
7 C -6.0576 19.0619 -9.7481
8 O -6.6341 19.2396 -8.4824
9 H -5.1968 19.7366 -9.8807
10 H -5.6784 18.0524 -9.9682
11 H -6.7842 19.3142 -10.5208
12 H -5.9700 19.0647 -7.7942
13 C -4.4018 19.6347 -5.3368
14 O -4.6578 18.7911 -6.4570
15 H -3.6009 20.3439 -5.5610
16 H -5.3021 20.2162 -5.1508
17 H -4.1386 19.0697 -4.4431
18 H -4.0626 18.0404 -6.4237
19 C -1.8174 18.9707 -9.0734
20 O -1.3662 18.9230 -7.7106
21 H -1.1759 19.6177 -9.6606
22 H -1.8913 17.9539 -9.4689
23 H -2.8313 19.3881 -9.1260
24 H -1.9262 18.2650 -7.2957

---

C4H16O4 | wB97M-V/def2-TZVPD

Results
E_HOMO   -7.706 eV
Largest force on an atom   17.924 eV/A
Energy relative to the best compared isomer or geometry (same formula, charge and spin)   211.9 kcal per mole
Kohn-Sham gap   7.79 eV

CARTESIAN COORDINATES (ANGSTROEM)
1 C -0.0869 -2.8949 0.5970
2 O -1.1740 -3.7113 0.5545
3 H -0.3441 -2.0980 -0.1008
4 H 0.0244 -2.4312 1.5771
5 H 0.9061 -3.2397 0.3085
6 H -1.2381 -4.1173 1.4221
7 C 1.0566 0.8047 -2.8851
8 O -0.2308 0.8968 -2.4568
9 H 1.0785 0.6867 -3.9684
10 H 1.6238 1.7061 -2.6529
11 H 1.4613 -0.0647 -2.3669
12 H -0.2070 0.9948 -1.5021
13 C 0.8184 0.3171 0.0190
14 O 0.1328 1.3955 -0.5715
15 H 1.4500 -0.0689 -0.7811
16 H 1.4285 0.5845 0.8818
17 H 0.2121 -0.5056 0.3980
18 H -0.4090 1.7024 0.1592
19 C -0.9455 1.4629 2.1550
20 O -1.0534 1.8754 0.8146
21 H -1.9104 1.4034 2.6584
22 H -0.4833 0.4796 2.2417
23 H -0.3840 2.2627 2.6378
24 H -1.7258 2.5590 0.8609

---

C4H16O4 | wB97M-V/def2-TZVPD

Results
E_HOMO   -9.167 eV
Largest force on an atom   2.105 eV/A
Energy relative to the best compared isomer or geometry (same formula, charge and spin)   36.6 kcal per mole
Kohn-Sham gap   9.45 eV
SMILES string   C/C=C/C.O.O.O.O

CARTESIAN COORDINATES (ANGSTROEM)
1 C 1.9625 -0.2159 -1.6586
2 C 0.7390 0.5797 -2.0065
3 C 0.5430 1.8133 -1.5526
4 C -0.7911 2.5300 -1.7676
5 H 2.8533 0.0896 -2.2217
6 H 2.2055 -0.1304 -0.6006
7 H 1.8982 -1.2607 -2.0409
8 H -0.0407 0.0437 -2.5223
9 H 1.2681 2.4338 -1.0529
10 H -0.7703 3.5771 -1.4207
11 H -1.5883 2.0239 -1.2275
12 H -1.1134 2.5647 -2.8167
13 O -1.2328 -2.5440 0.1972
14 H -1.7195 -3.2631 0.6032
15 H -0.2708 -2.6177 0.2155
16 O 0.4964 1.8102 2.0453
17 H 0.5285 2.0692 1.1177
18 H -0.2979 1.3270 2.2466
19 O 1.1728 -1.8114 1.1727
20 H 0.7529 -1.3147 1.8999
21 H 0.9385 -2.6235 1.6637
22 O -2.2838 -1.0288 2.2081
23 H -3.0161 -1.6112 1.9708
24 H -1.7695 -0.8932 1.4040

---

C4H16O4 | wB97M-V/def2-TZVPD

Results
E_HOMO (alpha / beta)   -12.088 / -12.022 eV
2S+1   2
Largest force on an atom   2.800 eV/A
Charge   +1
Energy relative to the best compared isomer or geometry (same formula, charge and spin)   83.1 kcal per mole
Kohn-Sham gap (alpha / beta)   8.68 / 1.70 eV

CARTESIAN COORDINATES (ANGSTROEM)
1 C 2.3981 2.4703 -3.3764
2 O 2.5556 3.1037 -4.6065
3 H 2.7042 2.9839 -2.4649
4 H 1.4095 2.0190 -3.2923
5 H 3.0997 1.6471 -3.5114
6 H 3.0172 2.5755 -5.2618
7 C -3.3011 -0.9263 0.9586
8 O -3.3384 -1.2636 2.3603
9 H -4.2365 -0.5187 0.5753
10 H -2.5368 -0.1909 0.7071
11 H -3.0332 -1.8656 0.4749
12 H -4.0524 -0.7454 2.7388
13 C 1.2340 0.6479 0.7292
14 O 1.8604 1.5922 -0.0930
15 H 1.7452 -0.2491 0.3796
16 H 1.3615 0.7894 1.8025
17 H 0.1652 0.5008 0.5745
18 H 1.4604 2.4192 0.1857
19 C -0.2586 -2.6347 1.5399
20 O -0.6599 -2.5988 2.8990
21 H 0.3698 -1.7522 1.4200
22 H 0.5129 -3.3887 1.3843
23 H -1.0686 -2.5942 0.8115
24 H -1.4081 -2.0208 3.0651

---

C4H16O8 | wB97M-V/def2-TZVPD

Results
E_HOMO   -1.607 eV
Largest force on an atom   4.511 eV/A
Charge   -2
Energy relative to the best compared isomer or geometry (same formula, charge and spin)   23.1 kcal per mole
Kohn-Sham gap   7.79 eV

CARTESIAN COORDINATES (ANGSTROEM)
1 O 2.3404 -0.9273 -1.9520
2 C 1.6475 0.0934 -2.0778
3 O 0.7889 0.2898 -2.9552
4 C 1.6448 1.1403 -0.9724
5 C 2.1726 0.6450 0.4238
6 C 0.8857 0.5553 1.4461
7 O -0.3000 0.5706 0.8193
8 H 0.5602 1.3918 -0.8712
9 H 2.2018 1.9737 -1.4608
10 H 2.7697 1.4588 0.7564
11 H 2.7463 -0.2771 0.3323
12 H 0.9333 -0.3570 2.1515
13 H 0.9401 1.4150 2.1144
14 H -3.1272 0.6735 -0.0573
15 H -2.8472 -0.4071 1.1230
16 O -3.5441 0.1837 0.6096
17 H -0.9324 0.2734 -1.0308
18 H -1.7265 -0.0727 -2.3725
19 O -1.8120 0.0176 -1.4491
20 H 1.4775 -2.4441 -1.7213
21 H 0.0794 -2.1438 -2.0173
22 O 0.6742 -2.9013 -2.0447
23 H -0.8822 -0.9263 1.1484
24 H -1.6901 -2.1252 0.5348
25 O -1.2870 -1.7653 1.3849
26 H -1.1728 0.7945 3.3255
27 H -1.1179 1.2719 1.9344
28 O -1.4229 1.5990 2.8781

---

C4H16O9Zn | wB97M-V/def2-TZVPD

Results
E_HOMO   -7.873 eV
Largest force on an atom   2.943 eV/A
Energy relative to the best compared isomer or geometry (same formula, charge and spin)   218.7 kcal per mole
Kohn-Sham gap   3.56 eV

CARTESIAN COORDINATES (ANGSTROEM)
1 Zn -0.1093 -0.1450 -0.8854
2 C -0.5886 5.2153 -1.0621
3 C -0.8144 4.2416 0.1265
4 O -0.4682 3.0294 -0.1155
5 O -0.9810 4.7290 1.2331
6 H -0.0478 4.7517 -1.8871
7 H 0.0081 6.0520 -0.6989
8 H -1.5702 5.5510 -1.3966
9 C 0.1125 -2.5914 4.2899
10 C -0.4971 -1.6104 3.3110
11 O 0.1140 -1.6162 2.1980
12 O -1.4839 -0.9332 3.6123
13 H -0.2699 -2.5587 5.3101
14 H 1.1860 -2.4153 4.3590
15 H 0.0364 -3.5587 3.7933
16 O 2.6855 0.2296 -0.9636
17 H 3.1284 0.9218 -0.4728
18 H 3.3954 -0.2750 -1.3607
19 O -3.0019 -0.5669 -0.7820
20 H -3.5815 -0.4004 -1.5253
21 H -3.5936 -0.6974 -0.0409
22 O 0.1164 -2.7437 -2.1301
23 H 0.4610 -3.5552 -1.7573
24 H -0.1838 -2.9900 -3.0050
25 O 3.1639 -3.4576 0.3968
26 H 2.7253 -4.2872 0.2083
27 H 2.4610 -2.8739 0.6821
28 O -0.6604 0.7595 -3.4598
29 H -1.4654 0.4440 -3.8704
30 H -0.2770 1.3515 -4.1069

---

C4H16Si3 | wB97M-V/def2-TZVPD

Results
E_HOMO (alpha / beta)   -7.232 / -7.167 eV
Largest force on an atom   3.581 eV/A
Energy relative to the best compared isomer or geometry (same formula, charge and spin)   83.0 kcal per mole
Kohn-Sham gap (alpha / beta)   6.63 / 6.87 eV

CARTESIAN COORDINATES (ANGSTROEM)
1 C 3.4684 -1.2872 1.2134
2 C 2.3878 -0.0347 -1.5073
3 C -2.9678 -1.2646 0.0141
4 C -2.6987 1.5814 -1.3125
5 Si -1.2240 0.9884 2.0351
6 Si 2.4631 0.1113 0.3772
7 Si -1.7687 0.3282 -0.1187
8 H 4.0345 -1.8788 0.5005
9 H 4.2408 -0.8529 1.9571
10 H 2.7564 -1.8935 1.7338
11 H 1.3966 -0.3890 -1.8218
12 H 2.7909 0.8574 -2.0014
13 H 3.1200 -0.6442 -2.0360
14 H -2.1699 -1.8678 0.5402
15 H -3.7954 -1.2178 0.7564
16 H -3.2219 -1.7689 -0.9121
17 H -3.7273 1.3660 -1.3733
18 H -2.4677 2.6802 -1.2744
19 H -2.3585 1.3423 -2.2602
20 H -1.5478 0.2734 3.2968
21 H -0.9692 2.3391 2.3891
22 H 2.8898 1.4316 0.5868
23 H -0.6313 -0.1999 -0.7829

---

C4H17B2O2Rb | wB97M-V/def2-TZVPD

Results
E_HOMO   0.185 eV
Largest force on an atom   4.609 eV/A
Charge   -2
Energy relative to the best compared isomer or geometry (same formula, charge and spin)   18.8 kcal per mole
Kohn-Sham gap   3.75 eV

CARTESIAN COORDINATES (ANGSTROEM)
1 Rb -1.3210 0.3559 0.1220
2 B -3.4896 -1.3492 -1.2299
3 H -2.4722 -1.1377 -1.5203
4 H -3.7982 -2.2199 -1.7876
5 H -3.4698 -1.5777 -0.1756
6 H -4.1403 -0.5074 -1.4095
7 B -2.8417 2.9209 0.6820
8 H -1.8069 3.0184 0.3922
9 H -3.1666 3.9270 0.8970
10 H -3.3805 2.5609 -0.1807
11 H -2.9107 2.2194 1.4989
12 C 0.0591 -3.2119 1.3060
13 O -1.0479 -2.5491 0.7526
14 H -0.2049 -4.0295 1.9767
15 H 0.7465 -3.6380 0.5752
16 H 0.6994 -2.5012 1.8285
17 C 3.2582 -0.5247 -0.3661
18 C 2.7117 0.8729 -0.3010
19 O 1.5222 1.1253 -0.1503
20 C 3.6272 2.0414 -0.3812
21 H 3.8391 -0.8981 0.4773
22 H 3.7312 -0.7252 -1.3274
23 H 2.3847 -1.1722 -0.2897
24 H 3.7561 2.2285 -1.4472
25 H 4.6105 1.8556 0.0510
26 H 3.1042 2.9153 0.0072

---

Electronic energy, respectively: -462.92179, -462.87281, -462.62430, -462.90360, -462.47692, -763.93536, -2618.28173, -1030.30631, -386.61764 a.u..